(1)
9
Properties=species:S:1:pos:R:3 method="wB97M-V/def2-TZVPD" relative_energy_kj_mol=684.0 gap_ev="6.89 / 6.89" spin_multiplicity=1 charge=-1
C -0.2123 0.5424 0.6586
C -0.5161 -0.7286 -0.0501
N -0.1693 -0.8209 1.2192
O 0.3840 -1.3979 2.2335
O 0.8863 -0.7691 -1.5950
H 0.5672 1.0494 0.3089
H -1.0497 1.0568 0.9960
H -1.3894 -1.2306 -0.2789
H 0.4019 -1.0508 -2.3749

***

(2)
9
Properties=species:S:1:pos:R:3 method="wB97M-V/def2-TZVPD" smiles="C[C@@H]1O[N+]1=O" relative_energy_kj_mol=542.1 gap_ev=10.73 spin_multiplicity=1 charge=+1
C -0.2767 0.6266 0.8523
C -0.1337 -0.5588 -0.0291
O 1.2389 -1.0162 -0.4197
N 0.5023 -0.4419 -1.2626
O 0.5244 -0.0222 -2.4513
H 0.5743 1.3039 0.7845
H -0.3943 0.3104 1.8899
H -1.1805 1.1720 0.5717
H -0.8547 -1.3737 0.0642

***

(3)
9
Properties=species:S:1:pos:R:3 method="wB97M-V/def2-TZVPD" relative_energy_kj_mol=661.8 gap_ev=10.34 spin_multiplicity=1 charge=+1
C -0.9824 0.4120 -0.1139
C 0.1771 -0.1063 -0.7947
N 0.6831 -0.4364 1.6564
O 1.9493 -0.2626 1.3532
O -0.0466 -0.6525 0.4788
H -0.9189 1.2881 0.3658
H -2.0971 0.1279 -0.3147
H 0.1216 -0.9027 -1.7528
H 1.1138 0.5324 -0.8780

***

(4)
9
Properties=species:S:1:pos:R:3 method="wB97M-V/def2-TZVPD" smiles="[NH3+][C@H]1OC1=O" relative_energy_kj_mol=206.6 gap_ev=11.38 spin_multiplicity=1 charge=+1
N 1.0396 -0.2479 -0.2712
C -0.2177 0.2929 0.4767
O -1.0684 1.0477 -0.3034
C -1.5262 -0.0963 -0.0129
O -2.4327 -0.8654 -0.0221
H 0.8765 -0.4389 -1.2117
H 1.4181 -0.8398 0.4009
H 1.8320 0.4438 -0.4432
H 0.0788 0.7040 1.3869

***

What did the fourth record say?
9
Properties=species:S:1:pos:R:3 method="wB97M-V/def2-TZVPD" smiles="[NH3+][C@H]1OC1=O" relative_energy_kj_mol=206.6 gap_ev=11.38 spin_multiplicity=1 charge=+1
N 1.0396 -0.2479 -0.2712
C -0.2177 0.2929 0.4767
O -1.0684 1.0477 -0.3034
C -1.5262 -0.0963 -0.0129
O -2.4327 -0.8654 -0.0221
H 0.8765 -0.4389 -1.2117
H 1.4181 -0.8398 0.4009
H 1.8320 0.4438 -0.4432
H 0.0788 0.7040 1.3869